A 6-piece molecular cluster, C18H22F5O17S overall in a non-equilibrium geometry, computed with wB97M-V/def2-TZVPD.

The geometry in XYZ format:
```
63
Properties=species:S:1:pos:R:3:nbo_charge:R:1
O -2.2746 -2.0478 4.2518 -0.5311
C -3.1458 -1.5646 3.3406 0.7383
O -3.3745 -2.3043 2.0897 -0.6693
C -3.8467 -0.1076 3.7302 -0.5252
C -2.8021 1.1608 3.4822 -0.5335
S -2.9521 1.9268 1.7644 0.3224
H -4.2412 -1.9407 1.6956 0.4900
H -4.8806 0.0586 3.1948 0.2406
H -4.0069 -0.1555 4.9122 0.3102
H -3.1323 2.0202 4.2421 0.3232
H -1.7081 0.7684 3.7183 0.3023
H -1.6445 2.2333 1.3559 0.2694
H -3.6257 1.0870 0.8635 0.2468
C -5.8181 -4.9225 2.3060 -0.1325
C -5.0922 -6.0214 1.6080 0.4416
O -6.0622 -6.5548 0.7354 -0.4697
C -6.8884 -5.5114 0.4433 0.9533
O -7.6799 -5.5042 -0.4848 -0.5469
O -6.7167 -4.4697 1.3133 -0.4888
F -4.7265 -6.9877 2.4799 -0.3174
H -6.3844 -5.2739 3.1750 0.2107
H -5.1489 -4.1189 2.6249 0.1951
H -4.2217 -5.6895 1.0323 0.1546
C -3.6782 7.2227 2.6285 -0.1361
C -2.6220 6.2719 2.1788 0.4430
O -2.6330 5.2728 3.1731 -0.4975
C -3.9125 5.2524 3.6411 0.9677
O -4.3831 4.3456 4.3075 -0.5922
O -4.6076 6.3694 3.2659 -0.4579
F -1.4066 6.8640 2.1834 -0.3122
H -3.3068 7.9582 3.3499 0.2184
H -4.1425 7.7539 1.7933 0.2216
H -2.8128 5.8193 1.1999 0.1518
C 0.2212 -0.6299 -1.1578 -0.1546
C -1.2123 -0.2866 -1.3790 0.4397
O -1.3336 1.0001 -0.8163 -0.5342
C -0.1011 1.5647 -0.9537 0.9567
O 0.1214 2.7585 -0.8387 -0.5643
O 0.8551 0.6305 -1.2440 -0.4592
F -2.0206 -1.1280 -0.6961 -0.3297
H 0.4056 -1.0620 -0.1685 0.2039
H 0.6067 -1.3154 -1.9174 0.2688
H -1.5094 -0.2572 -2.4327 0.1743
C 5.2817 -0.7440 -1.3568 -0.1363
C 5.0252 0.3265 -2.3617 0.4441
O 4.1486 -0.2865 -3.2797 -0.4748
C 3.4590 -1.2079 -2.5503 0.9753
O 2.4284 -1.7436 -2.9227 -0.6051
O 4.0593 -1.4535 -1.3457 -0.4757
F 6.1619 0.6576 -3.0144 -0.3184
H 6.0907 -1.4196 -1.6545 0.2254
H 5.5091 -0.3394 -0.3669 0.2147
H 4.5562 1.2262 -1.9493 0.1575
C 8.6613 -1.1417 -5.5528 -0.1325
C 9.7885 -0.1716 -5.4522 0.4402
O 9.5193 0.5235 -4.2559 -0.4746
C 8.8462 -0.3658 -3.4730 0.9672
O 8.6826 -0.2329 -2.2716 -0.5773
O 8.3828 -1.4298 -4.1973 -0.4793
F 9.7567 0.7123 -6.4747 -0.3203
H 7.7712 -0.7097 -6.0223 0.2062
H 8.9400 -2.0481 -6.0970 0.2123
H 10.7778 -0.6377 -5.3926 0.1592
```

Total charge   +1
Multiplicity   1
Energy above the lowest of the compared OMol25 structures with the same formula, charge and spin   3.082 eV
DFT total energy   -78242.4832 eV
Strongest force on any atom   0.17802 hartree/bohr
HOMO level   -12.83 eV
HOMO-LUMO gap   8.648 eV



C18H22F6IrN3O10S2 as an isolated structure, computed with wB97M-V/def2-TZVPD.

The geometry in XYZ format:
```
62
Properties=species:S:1:pos:R:3:nbo_charge:R:1
Ir -0.4089 -0.0429 -0.0076 1.6037
C -2.4965 4.0899 -5.0496 -0.2565
O -2.5276 4.8370 -3.8436 -0.4788
C -2.3231 4.1776 -2.6886 0.3776
C -2.3496 4.9752 -1.5287 -0.3023
C -2.1719 4.3848 -0.3125 -0.0991
C -1.9489 2.9967 -0.1671 -0.3458
C -1.8166 2.4431 1.1588 0.6262
C -2.0021 3.3099 2.3714 -0.7166
O -1.5509 1.2428 1.3913 -0.6717
C -1.8700 2.2117 -1.3528 0.5139
O -1.5886 0.9278 -1.3933 -0.7444
C -2.0902 2.8206 -2.6018 -0.4071
H -2.6826 4.8043 -5.8459 0.2031
H -3.2730 3.3220 -5.0549 0.1832
H -1.5207 3.6227 -5.1987 0.1835
H -2.5058 6.0395 -1.6309 0.2311
H -2.1887 5.0039 0.5721 0.2203
H -2.8523 3.9821 2.2831 0.2277
H -1.0976 3.9095 2.5090 0.2693
H -2.1166 2.6643 3.2377 0.2463
H -2.0315 2.1812 -3.4693 0.2350
C -2.6588 -3.4605 1.5757 -0.6769
C -1.8318 -2.5460 0.7338 0.2734
N -1.2253 -1.5247 1.2663 -0.2492
O -1.4547 -1.3752 2.6148 -0.5556
C -1.6713 -2.7837 -0.6713 0.0138
C -2.1335 -4.0305 -1.3599 -0.6651
N -1.0394 -1.8415 -1.3356 -0.0016
O -0.7454 -1.9136 -2.5382 -0.4498
H -3.1840 -2.8938 2.3402 0.2583
H -2.0124 -4.1748 2.0915 0.2471
H -3.3654 -4.0123 0.9635 0.2306
H -0.8779 -0.6354 2.9014 0.5219
H -2.0063 -4.9123 -0.7327 0.2181
H -1.5526 -4.1590 -2.2713 0.2495
H -3.1858 -3.9724 -1.6494 0.2279
F 4.0950 0.4733 2.6444 -0.2961
C 3.0665 0.5715 3.4699 0.7444
F 2.9200 -0.5973 4.0965 -0.3079
F 3.2907 1.5153 4.3697 -0.2952
S 1.4815 0.9161 2.5672 2.2553
O 1.6685 0.1543 1.3311 -0.9945
O 0.4507 0.4305 3.4448 -0.9468
N 1.2693 2.4323 2.3484 -1.2265
S 2.2705 3.4555 1.6714 2.2618
O 3.6283 3.2734 2.0708 -0.9230
O 1.6594 4.7439 1.7085 -0.9114
C 2.2596 2.9951 -0.1288 0.7145
F 3.1319 2.0209 -0.3881 -0.3154
F 2.5863 4.0531 -0.8638 -0.3031
F 1.0408 2.5856 -0.5050 -0.3266
C 3.2925 -0.6612 -2.4918 -0.7172
C 2.1851 -0.9561 -1.5366 0.6860
C 2.1821 -2.2434 -0.7854 -0.7405
O 1.3035 -0.1187 -1.3864 -0.6076
H 3.7138 -1.5686 -2.9195 0.2323
H 4.0793 -0.1654 -1.9135 0.2636
H 2.9506 0.0220 -3.2645 0.2515
H 3.1639 -2.7110 -0.7800 0.2352
H 1.4824 -2.9058 -1.3043 0.2681
H 1.8256 -2.0835 0.2327 0.2580
```

Multiplicity   5
Energy above the lowest of the compared OMol25 structures with the same formula, charge and spin   0.000 eV
DFT total energy   -84775.6159 eV
Strongest force on any atom   0.01146 hartree/bohr
HOMO level (alpha / beta)   -7.97 / -8.31 eV
HOMO-LUMO gap (alpha / beta)   7.994 / 6.014 eV



One molecule with the formula C18H22N2O2S in a non-equilibrium geometry, computed with wB97M-V/def2-TZVPD.

The geometry in XYZ format:
```
45
Properties=species:S:1:pos:R:3:nbo_charge:R:1
C 6.0379 -0.0143 -0.2095 -0.6287
C 4.5845 0.3446 -0.2068 -0.0057
C 4.0644 1.2054 0.7534 -0.2188
C 2.7285 1.5544 0.7471 -0.1879
C 1.8786 1.0407 -0.2305 -0.0592
C 0.4731 1.3730 -0.2512 0.4525
N -0.4336 0.8246 -1.0077 -0.4599
C -1.6100 1.4369 -0.6817 0.0415
C -2.8937 1.0312 -1.2913 -0.5535
S -4.0356 0.3497 -0.0279 0.2134
C -2.9024 -0.7670 0.8519 -0.6384
C -2.1502 -1.6766 -0.1095 0.6809
O -2.6044 -2.0194 -1.1823 -0.6297
N -0.9444 -2.0921 0.3183 -0.4337
C -0.2830 -1.7955 1.5712 -0.2100
C 0.8776 -2.7882 1.6124 -0.4037
C 1.2442 -2.9371 0.1377 -0.4175
C -0.1147 -2.9122 -0.5524 -0.2110
C -1.3624 2.3591 0.3014 0.2660
C -2.2452 3.2977 1.0339 -0.6704
O -0.0331 2.3181 0.5749 -0.4088
C 2.3931 0.1796 -1.2006 -0.1970
C 3.7301 -0.1594 -1.1837 -0.2085
H 6.5813 0.6468 -0.8854 0.2238
H 6.4681 0.0917 0.7835 0.2167
H 6.1842 -1.0359 -0.5530 0.2182
H 4.7162 1.6067 1.5163 0.2110
H 2.3341 2.2229 1.4978 0.2218
H -2.7259 0.2586 -2.0396 0.2649
H -3.4296 1.8747 -1.7248 0.2368
H -2.2277 -0.1605 1.4553 0.2247
H -3.5372 -1.3655 1.5062 0.2540
H -0.9626 -1.9197 2.4181 0.2030
H 0.0986 -0.7651 1.5694 0.1879
H 1.7050 -2.4274 2.2198 0.2180
H 0.5351 -3.7429 2.0136 0.2022
H 1.7935 -3.8530 -0.0681 0.2166
H 1.8437 -2.0842 -0.1812 0.2154
H -0.0897 -2.4707 -1.5503 0.2226
H -0.5503 -3.9144 -0.6325 0.1950
H -3.2527 2.8902 1.0751 0.2490
H -2.2806 4.2640 0.5296 0.2260
H -1.8685 3.4528 2.0426 0.2295
H 1.7255 -0.2017 -1.9572 0.2389
H 4.1225 -0.8262 -1.9380 0.2121
```

Multiplicity   1
Energy above the lowest of the compared OMol25 structures with the same formula, charge and spin   0.292 eV
DFT total energy   -36934.5158 eV
Strongest force on any atom   0.02301 hartree/bohr
HOMO level   -8.00 eV
HOMO-LUMO gap   8.583 eV



One molecule with the formula C18H22N2O4S in a non-equilibrium geometry, computed with wB97M-V/def2-TZVPD.

The geometry in XYZ format:
```
47
Properties=species:S:1:pos:R:3:nbo_charge:R:1
O 1.2558 1.8866 1.8465 -0.6360
C 1.2243 0.7650 2.3048 0.6906
N 2.3391 -0.0011 2.4066 -0.6100
C 3.5482 0.3336 1.6734 -0.2791
C 3.5657 -0.3649 0.3519 0.2634
C 2.9121 -0.0953 -0.8153 -0.3186
C 3.2305 -1.1546 -1.6997 -0.3011
C 4.0474 -1.9892 -1.0041 0.0809
O 4.2516 -1.5249 0.2403 -0.4038
C -0.0360 0.0925 2.8519 -0.3131
C -0.3602 -1.1791 2.0540 -0.3953
C -0.6843 -0.8093 0.6064 -0.2341
N -1.7736 0.1287 0.5447 -0.7166
S -3.3009 -0.4134 0.2205 2.3247
O -4.2385 0.1098 1.1751 -0.9461
O -3.2543 -1.8335 0.0191 -0.9529
C -3.6377 0.3856 -1.3989 -0.6646
C -2.3474 0.4138 -2.1317 -0.0482
C -1.5912 1.5782 -2.2006 -0.1965
C -0.3507 1.5749 -2.8130 -0.2101
C 0.1514 0.4060 -3.3589 -0.2194
C -0.5934 -0.7599 -3.2899 -0.2203
C -1.8356 -0.7567 -2.6813 -0.1630
C -1.6154 1.3324 1.3244 -0.2307
C -1.2403 1.0368 2.7786 -0.4104
H 2.2544 -0.9536 2.7244 0.3932
H 4.4211 0.0436 2.2618 0.2198
H 3.5329 1.4158 1.5266 0.2541
H 2.2908 0.7532 -1.0166 0.2397
H 2.8956 -1.2748 -2.7088 0.2252
H 4.5331 -2.9068 -1.2703 0.2035
H 0.1564 -0.1712 3.8988 0.2291
H -1.2372 -1.6602 2.4924 0.2198
H 0.4637 -1.8948 2.0716 0.2024
H -0.9934 -1.6912 0.0462 0.2470
H 0.1906 -0.3625 0.1185 0.2047
H -4.3926 -0.2317 -1.8773 0.2536
H -4.0299 1.3734 -1.1795 0.2449
H -1.9782 2.4918 -1.7735 0.2121
H 0.2259 2.4869 -2.8620 0.2174
H 1.1190 0.4063 -3.8382 0.2129
H -0.2051 -1.6752 -3.7118 0.2148
H -2.4132 -1.6663 -2.6142 0.2190
H -2.5668 1.8626 1.2891 0.2261
H -0.8358 1.9453 0.8622 0.2251
H -1.0059 1.9767 3.2788 0.2280
H -2.0922 0.5709 3.2769 0.2179
```

Multiplicity   1
Energy above the lowest of the compared OMol25 structures with the same formula, charge and spin   1.276 eV
DFT total energy   -41028.4330 eV
Strongest force on any atom   0.02446 hartree/bohr
HOMO level   -8.78 eV
HOMO-LUMO gap   9.454 eV



multiplicity of number 1 (C18H22F5O17S)? 1